No. 1
Here is a single C4H9N3 molecule in a non-equilibrium geometry from OMol25. Energies are from wB97M-V/def2-TZVPD.

Energy   -321.981514 Ha
Relative energy (zero: lowest compared OMol25 entry of this formula, charge and spin)   68.3 kcal/mol
Frontier orbital gap (alpha / beta)   7.79 / 7.79 eV
HOMO energy (alpha / beta)   -7.1 / -7.1 eV
Strongest force on any atom   2.7 eV Å⁻¹

Atoms and positions in Å:
1 C -1.527 0.742 -1.388
2 C -0.520 0.085 -0.488
3 C 0.595 -0.607 -1.000
4 N 1.675 -0.868 -0.298
5 N 2.191 0.029 0.646
6 C -0.624 0.136 0.900
7 N -0.512 -0.908 1.776
8 H -1.055 1.162 -2.278
9 H -2.033 1.569 -0.887
10 H -2.280 0.024 -1.720
11 H 0.532 -1.112 -1.964
12 H 1.796 0.967 0.554
13 H 3.196 0.071 0.511
14 H -1.134 0.985 1.354
15 H -0.478 -0.670 2.756
16 H 0.177 -1.606 1.526

=====

No. 2
Here is a molecular structure, C4H9N3 in a non-equilibrium geometry from OMol25. Energies are from wB97M-V/def2-TZVPD.

Energy   -321.287756 Ha
Relative energy (zero: lowest compared OMol25 entry of this formula, charge and spin)   70.7 kcal/mol
Frontier orbital gap   10.80 eV
HOMO energy   -20.5 eV
Strongest force on any atom   5.8 eV Å⁻¹
Total charge   +2

Atoms and positions in Å:
1 C 0.671 1.164 0.165
2 C -2.852 -0.266 -0.118
3 C -0.988 -0.322 0.266
4 C 2.588 -0.348 -0.125
5 N -0.649 0.976 0.192
6 N 1.230 -0.074 0.178
7 N 0.313 -0.985 0.365
8 H 1.191 2.048 -0.216
9 H -2.942 0.244 -1.135
10 H -3.267 -1.336 -0.174
11 H -3.389 0.379 0.652
12 H 3.237 -1.012 0.553
13 H 2.903 0.695 -0.239
14 H 2.775 -0.902 -1.082
15 H -1.348 1.754 0.243
16 H 0.525 -2.015 0.475

=====

No. 3
Here is 2 unconnected molecules or ions with the total composition C4H9N3 in a non-equilibrium geometry from OMol25. Energies are from wB97M-V/def2-TZVPD.

Energy   -321.035149 Ha
Relative energy (zero: lowest compared OMol25 entry of this formula, charge and spin)   229.2 kcal/mol
Frontier orbital gap (alpha / beta)   9.09 / 8.14 eV
HOMO energy (alpha / beta)   -21.6 / -22.0 eV
Strongest force on any atom   6.2 eV Å⁻¹
Total charge   +2

Atoms and positions in Å:
1 C -1.690 0.272 0.590
2 C 0.163 0.557 -0.436
3 C -1.389 2.624 -0.205
4 C 1.540 -2.800 0.316
5 N -1.077 -0.931 0.681
6 N -1.035 1.210 -0.085
7 N 0.003 -0.713 0.181
8 H 0.354 0.588 -1.538
9 H 1.068 1.321 -0.233
10 H -1.179 2.848 -1.334
11 H -2.229 2.867 0.259
12 H -0.763 3.272 0.351
13 H 2.481 -3.145 -0.045
14 H 1.543 -3.008 1.369
15 H 0.773 -3.316 -0.177
16 H 1.439 -1.647 0.306

=====

No. 4
Here is 2 unconnected molecules or ions with the total composition C4H9N3O from OMol25. Energies are from wB97M-V/def2-TZVPD.

Energy   -397.241503 Ha
Relative energy (zero: lowest compared OMol25 entry of this formula, charge and spin)   68.5 kcal/mol
Frontier orbital gap   8.27 eV
HOMO energy   -8.0 eV
Strongest force on any atom   0.6 eV Å⁻¹

Atoms and positions in Å:
1 C 2.747 -0.677 0.498
2 C -3.274 0.642 -0.006
3 C 0.656 0.170 -0.334
4 N -2.351 -0.275 0.247
5 N 0.297 0.521 0.900
6 C -0.292 0.222 -1.384
7 O 1.861 -0.335 -0.582
8 N -3.993 1.523 -0.255
9 H -2.743 -1.176 0.497
10 H -1.360 -0.262 -0.747
11 H 0.923 0.483 1.685
12 H -0.722 0.504 1.064
13 H 3.077 0.218 1.031
14 H 3.605 -1.148 0.029
15 H 2.273 -1.380 1.186
16 H -0.745 1.202 -1.522
17 H 0.042 -0.233 -2.308

=====

No. 5
Here is 4 unconnected molecules or ions with the total composition C4H9N3O in a non-equilibrium geometry from OMol25. Energies are from wB97M-V/def2-TZVPD.

Energy   -396.730440 Ha
Relative energy (zero: lowest compared OMol25 entry of this formula, charge and spin)   389.2 kcal/mol
Frontier orbital gap   6.70 eV
HOMO energy   -8.8 eV
Strongest force on any atom   6.3 eV Å⁻¹

Atoms and positions in Å:
1 C 2.717 -1.222 0.160
2 C 1.450 0.739 -0.271
3 C 0.382 1.794 0.067
4 C -2.426 -0.223 0.067
5 H 3.935 -0.545 -1.218
6 H 3.734 -1.224 1.948
7 H 1.646 -2.676 -0.442
8 H 0.650 -1.130 0.986
9 H 1.773 0.798 -1.510
10 H 2.339 1.095 0.167
11 H 0.665 2.749 0.494
12 H -0.376 -0.401 -0.577
13 H -3.159 0.668 0.528
14 N 1.294 -0.724 -0.016
15 N -0.804 1.407 0.146
16 N -1.069 0.216 -0.098
17 O -2.487 -1.519 -0.091

=====

No. 6
Here is a single C4H9N3O molecule in a non-equilibrium geometry from OMol25. Energies are from wB97M-V/def2-TZVPD.

Energy   -397.073255 Ha
Relative energy (zero: lowest compared OMol25 entry of this formula, charge and spin)   174.1 kcal/mol
Frontier orbital gap   9.23 eV
HOMO energy   -8.4 eV
Strongest force on any atom   5.1 eV Å⁻¹

Atoms and positions in Å:
1 H -1.558 -1.306 0.669
2 N -1.127 -1.671 -0.327
3 C -0.646 -0.598 -0.790
4 C -1.076 0.811 -0.035
5 C -0.239 1.031 1.271
6 C 0.311 -0.260 2.028
7 O 1.087 0.780 1.302
8 N 0.111 -0.446 -2.072
9 N 1.444 0.154 -1.499
10 H -2.121 0.740 0.474
11 H -1.152 1.734 -0.525
12 H -0.322 1.856 2.109
13 H 0.509 -0.020 3.111
14 H 0.167 -1.295 1.732
15 H -0.202 -1.289 -2.780
16 H 1.641 0.988 -2.317
17 H 1.249 0.181 -0.457

=====

No. 7
Here is 2 unconnected molecules or ions with the total composition C4H9N3O in a non-equilibrium geometry from OMol25. Energies are from wB97M-V/def2-TZVPD.

Energy   -397.257571 Ha
Relative energy (zero: lowest compared OMol25 entry of this formula, charge and spin)   58.4 kcal/mol
Frontier orbital gap   10.39 eV
HOMO energy   -9.6 eV
Strongest force on any atom   3.6 eV Å⁻¹

Atoms and positions in Å:
1 H -2.232 -1.780 -0.311
2 N -1.798 -0.928 0.025
3 C -0.561 -0.827 0.075
4 C 0.129 0.440 0.549
5 C 0.339 0.283 2.065
6 N 1.426 0.558 -0.086
7 O -0.684 1.557 0.283
8 H 0.167 -1.531 -0.553
9 H 0.711 1.225 2.463
10 H -0.602 0.042 2.556
11 H 1.066 -0.502 2.260
12 H 1.304 0.858 -1.046
13 H 1.955 1.287 0.376
14 H -1.472 1.238 -0.191
15 C 0.099 -0.712 -2.685
16 N -0.691 0.134 -2.656
17 H 0.845 -1.339 -3.125

=====

No. 8
Here is a single C4H9N3O molecule in a non-equilibrium geometry from OMol25. Energies are from wB97M-V/def2-TZVPD.

Energy   -397.242712 Ha
Relative energy (zero: lowest compared OMol25 entry of this formula, charge and spin)   67.7 kcal/mol
Frontier orbital gap   9.49 eV
HOMO energy   -8.5 eV
Strongest force on any atom   3.3 eV Å⁻¹

Atoms and positions in Å:
1 C 2.993 -0.095 -0.234
2 C 1.743 -0.440 0.091
3 N 0.577 0.311 -0.151
4 C -0.702 -0.025 0.073
5 C -1.034 -1.492 0.162
6 O -2.287 -1.655 -0.454
7 N -1.656 0.765 0.219
8 N -1.363 2.131 -0.172
9 H 3.233 0.800 -0.826
10 H 3.813 -0.645 0.158
11 H 1.433 -1.330 0.669
12 H 0.730 1.311 -0.273
13 H -0.183 -1.987 -0.397
14 H -1.015 -1.965 1.168
15 H -2.869 -0.915 -0.275
16 H -1.191 2.648 0.753
17 H -2.221 2.583 -0.509

=====

No. 9
Here is a single C4H9N3O molecule in a non-equilibrium geometry from OMol25. Energies are from wB97M-V/def2-TZVPD.

Energy   -397.178697 Ha
Relative energy (zero: lowest compared OMol25 entry of this formula, charge and spin)   107.9 kcal/mol
Frontier orbital gap   6.62 eV
HOMO energy   -5.8 eV
Strongest force on any atom   4.4 eV Å⁻¹

Atoms and positions in Å:
1 C 1.164 -1.937 -0.125
2 C 0.268 -0.732 0.044
3 C -1.091 -0.608 0.016
4 O -2.092 -1.455 0.021
5 C -1.034 0.838 0.379
6 N -1.496 1.740 -0.627
7 N 0.541 0.563 0.202
8 N 1.797 0.992 0.598
9 H 1.856 -2.000 0.721
10 H 0.587 -2.861 -0.193
11 H 1.806 -1.823 -1.005
12 H -2.890 -0.971 -0.246
13 H -1.321 1.118 1.398
14 H -1.548 2.700 -0.301
15 H -0.879 1.733 -1.436
16 H 2.504 0.696 -0.078
17 H 1.828 2.008 0.632

=====

No. 10
Here is a single C4H9N3O molecule in a non-equilibrium geometry from OMol25. Energies are from wB97M-V/def2-TZVPD.

Energy   -397.151846 Ha
Relative energy (zero: lowest compared OMol25 entry of this formula, charge and spin)   124.7 kcal/mol
Frontier orbital gap   9.39 eV
HOMO energy   -8.8 eV
Strongest force on any atom   9.2 eV Å⁻¹

Atoms and positions in Å:
1 N -1.457 1.733 -0.216
2 C -1.863 0.422 0.506
3 C -1.372 -0.801 -0.252
4 C -0.478 -1.713 0.496
5 N -0.015 -1.046 -0.748
6 N 0.894 0.036 -0.277
7 C 2.155 -0.151 0.048
8 O 2.731 0.999 0.235
9 H -2.091 2.003 -1.033
10 H -1.679 2.613 0.400
11 H -3.015 0.512 0.408
12 H -1.762 0.535 1.556
13 H -2.206 -1.041 -1.090
14 H -0.497 -2.864 0.461
15 H -0.190 -1.273 1.618
16 H 0.398 0.921 -0.048
17 H 2.586 -0.998 -0.255

=====

No. 11
Here is a single C4H9N3O molecule in a non-equilibrium geometry from OMol25. Energies are from wB97M-V/def2-TZVPD.

Energy   -397.152243 Ha
Relative energy (zero: lowest compared OMol25 entry of this formula, charge and spin)   124.5 kcal/mol
Frontier orbital gap (alpha / beta)   6.44 / 6.34 eV
HOMO energy (alpha / beta)   -6.2 / -6.1 eV
Strongest force on any atom   2.6 eV Å⁻¹

Atoms and positions in Å:
1 N 0.088 -1.828 0.641
2 C 0.109 -0.011 -1.138
3 C -0.402 -0.659 0.068
4 N -0.612 0.977 -1.750
5 N -1.672 -0.140 0.458
6 C 0.943 0.071 0.822
7 C 0.778 0.812 1.934
8 O 1.039 -0.694 -1.843
9 H 0.999 -0.480 -2.784
10 H 0.811 -2.227 0.043
11 H -0.122 1.590 -2.387
12 H -1.259 1.434 -1.115
13 H -2.424 -0.771 0.205
14 H -1.729 0.029 1.451
15 H 1.939 -0.092 0.424
16 H -0.132 0.782 2.527
17 H 1.645 1.209 2.443

=====

No. 12
Here is a single C4H9N3O molecule in a non-equilibrium geometry from OMol25. Energies are from wB97M-V/def2-TZVPD.

Energy   -397.083755 Ha
Relative energy (zero: lowest compared OMol25 entry of this formula, charge and spin)   167.5 kcal/mol
Frontier orbital gap   10.13 eV
HOMO energy   -9.4 eV
Strongest force on any atom   5.6 eV Å⁻¹

Atoms and positions in Å:
1 H 2.502 -0.239 0.441
2 N 1.575 -0.679 0.732
3 C 0.611 -0.665 -0.141
4 N -0.305 -1.656 -0.026
5 O -1.656 -1.335 -0.294
6 C 0.172 0.439 -1.171
7 C 0.995 1.632 -0.693
8 C -0.370 1.343 -0.070
9 N -0.744 0.692 1.286
10 H -0.369 -2.066 1.083
11 H -1.836 -0.381 0.076
12 H -0.347 0.438 -2.245
13 H 2.047 1.458 -0.122
14 H 1.020 2.672 -1.456
15 H -0.994 2.380 -0.433
16 H -0.019 -0.003 1.668
17 H -0.889 1.426 1.843